No. 1
Molecular formula: C16H19FN6
Method: DFT, wB97M-V/def2-TZVPD

As for the total energy: -1049.50228 hartree. For the HOMO energy, the calculation gives -8.23 eV. The calculation puts the gap between HOMO and LUMO at 8.0 eV.

Element x y z (Å)
C -4.261 2.910 0.755
N -3.910 1.651 0.049
C -3.531 1.903 -1.386
C -3.354 0.569 -2.108
N -2.417 -0.260 -1.365
C -1.065 -0.146 -1.714
N -0.762 0.337 -2.903
C 0.490 0.422 -3.136
N 0.915 0.911 -4.276
N 1.495 -0.011 -2.401
C 1.115 -0.396 -1.204
C 2.175 -0.751 -0.335
C 2.053 -1.266 0.944
C 3.197 -1.500 1.833
C 4.415 -0.799 1.636
C 5.536 -0.987 2.436
C 5.448 -1.953 3.469
C 4.262 -2.658 3.730
F 4.260 -3.661 4.634
C 3.115 -2.375 2.912
N -0.148 -0.499 -0.815
C -2.894 -0.578 -0.009
C -3.014 0.708 0.770
H -5.057 3.447 0.215
H -4.632 2.706 1.772
H -3.357 3.508 0.786
H -4.311 2.511 -1.890
H -2.606 2.498 -1.471
H -3.119 0.764 -3.162
H -4.322 0.030 -2.120
H 1.817 0.537 -4.555
H 0.207 0.857 -4.975
H 3.138 -0.491 -0.763
H 1.059 -1.526 1.295
H 4.500 -0.089 0.820
H 6.469 -0.482 2.240
H 6.335 -2.203 4.045
H 2.206 -2.909 3.097
H -2.212 -1.280 0.514
H -3.876 -1.073 -0.049
H -3.336 0.491 1.794
H -2.021 1.137 0.890



No. 2
Molecular formula: C16H19N3O3
Method: DFT, wB97M-V/def2-TZVPD

As for the total energy: -1011.10482 hartree. For the HOMO energy, the calculation gives -8.08 eV. The energy above the lowest of the compared OMol25 structures with the same formula, charge and spin comes out at 44.3 kcal per mole. The calculation puts the gap between HOMO and LUMO at 8.7 eV.

Element x y z (Å)
N -0.032 -0.260 1.528
C 0.298 -1.273 0.497
C -0.613 -1.062 -0.782
C -2.036 -1.083 -0.438
C -2.834 -2.196 -0.478
N -4.142 -1.806 -0.165
C -4.207 -0.438 -0.136
C -5.281 0.472 0.077
C -4.985 1.836 -0.015
C -3.684 2.313 -0.084
C -2.626 1.426 -0.229
C -2.906 0.043 -0.329
C 1.750 -1.508 0.041
O 2.097 -2.649 -0.181
N 2.697 -0.524 -0.147
C 4.076 -1.005 -0.413
C 4.906 0.224 -0.608
C 4.329 1.071 0.537
C 2.799 0.758 0.578
C 1.987 1.848 -0.208
O 2.465 2.483 -1.094
O 0.690 1.773 -0.053
H 0.466 -0.492 2.383
H -1.029 -0.259 1.753
H 0.084 -2.305 0.846
H -0.365 -0.099 -1.285
H -0.399 -1.897 -1.463
H -2.552 -3.208 -0.757
H -4.955 -2.403 -0.206
H -6.307 0.179 0.134
H -5.820 2.526 0.035
H -3.454 3.393 -0.082
H -1.552 1.765 -0.318
H 4.042 -1.623 -1.341
H 4.391 -1.652 0.359
H 4.772 0.770 -1.578
H 5.999 -0.006 -0.576
H 4.503 2.131 0.487
H 4.784 0.641 1.393
H 2.329 0.726 1.573
H 0.313 1.370 0.743



No. 3
Molecular formula: C16H19N3O3
Method: DFT, wB97M-V/def2-TZVPD

As for the total energy: -1011.09915 hartree. For the HOMO energy, the calculation gives -7.91 eV. The energy above the lowest of the compared OMol25 structures with the same formula, charge and spin comes out at 47.8 kcal per mole. The calculation puts the gap between HOMO and LUMO at 8.5 eV.

Element x y z (Å)
N -0.100 1.209 1.328
C -0.238 -0.246 1.456
C -0.699 -1.009 0.204
C -2.032 -0.433 -0.213
C -3.171 -0.720 0.412
N -4.198 -0.069 -0.172
C -3.689 0.772 -1.166
C -4.318 1.698 -1.948
C -3.565 2.298 -2.964
C -2.226 1.962 -3.134
C -1.543 1.087 -2.321
C -2.306 0.473 -1.267
C 0.958 -1.031 2.012
O 0.801 -1.842 2.878
N 2.196 -0.932 1.434
C 3.237 -1.891 1.931
C 4.515 -1.558 1.192
C 4.365 -0.008 1.112
C 2.833 0.231 0.823
C 2.412 0.145 -0.652
O 3.070 -0.547 -1.362
O 1.269 0.699 -1.002
H 0.381 1.655 2.090
H -0.999 1.611 1.121
H -0.975 -0.366 2.261
H -0.074 -1.066 -0.683
H -0.883 -2.001 0.541
H -3.286 -1.416 1.261
H -5.067 0.015 0.303
H -5.365 1.961 -1.847
H -4.041 2.924 -3.710
H -1.714 2.387 -3.996
H -0.501 0.854 -2.445
H 2.847 -2.885 1.863
H 3.281 -1.735 3.008
H 4.468 -2.001 0.176
H 5.340 -1.942 1.775
H 4.945 0.388 0.239
H 4.633 0.473 2.093
H 2.497 1.185 1.271
H 0.915 1.416 -0.427



No. 4
Molecular formula: C16H19N5O5S
Method: DFT, wB97M-V/def2-TZVPD

As for the total energy: -1669.34929 hartree. For the HOMO energy, the calculation gives -7.69 eV. The energy above the lowest of the compared OMol25 structures with the same formula, charge and spin comes out at 0.0 kcal per mole. The calculation puts the gap between HOMO and LUMO at 8.1 eV.

Element x y z (Å)
N -3.037 0.932 -1.198
C -1.963 0.146 -1.396
N -1.402 0.228 -2.634
C -0.423 -0.544 -2.945
S 0.258 -0.275 -4.544
C 1.901 -1.066 -4.435
C 2.710 -0.719 -3.184
O 3.430 -1.550 -2.675
N 2.594 0.553 -2.762
C 3.124 0.966 -1.482
C 2.137 0.625 -0.355
C 2.571 1.140 1.021
C 1.238 1.529 1.656
C 0.469 2.039 0.441
O 0.867 1.210 -0.639
N 0.062 -1.506 -2.134
C -0.400 -1.643 -0.820
O 0.085 -2.491 -0.084
C -1.448 -0.737 -0.455
N -1.842 -0.901 0.881
C -2.443 -0.056 1.742
O -2.833 1.079 1.468
C -2.605 -0.608 3.090
C -3.171 -0.039 4.203
C -3.061 -0.997 5.233
C -2.437 -2.074 4.676
O -2.157 -1.852 3.387
H -3.192 1.626 -1.911
H -3.241 1.182 -0.227
H 1.808 -2.150 -4.519
H 2.433 -0.703 -5.316
H 1.848 1.122 -3.139
H 4.062 0.434 -1.315
H 3.302 2.042 -1.516
H 2.005 -0.466 -0.332
H 3.110 0.384 1.585
H 3.208 2.020 0.908
H 1.333 2.282 2.435
H 0.744 0.648 2.067
H -0.614 1.967 0.548
H 0.737 3.083 0.222
H 0.826 -2.119 -2.395
H -1.442 -1.756 1.264
H -3.605 0.938 4.257
H -3.397 -0.899 6.244
H -2.148 -3.023 5.084



No. 5
Molecular formula: C16H19NO4
Method: DFT, wB97M-V/def2-TZVPD

As for the total energy: -976.80943 hartree. For the HOMO energy, the calculation gives -8.37 eV. The energy above the lowest of the compared OMol25 structures with the same formula, charge and spin comes out at 42.3 kcal per mole. The calculation puts the gap between HOMO and LUMO at 8.6 eV.

Element x y z (Å)
C 4.570 -1.091 -1.683
C 3.975 -1.122 -0.281
C 2.621 -1.883 -0.227
N 1.508 -1.019 0.115
C 1.103 -0.124 -0.964
C -0.201 0.554 -0.650
C -0.305 1.902 -0.684
C -1.543 2.604 -0.412
O -1.685 3.801 -0.418
O -2.637 1.827 -0.123
C -2.565 0.480 -0.083
C -3.742 -0.201 0.216
C -3.743 -1.584 0.277
O -4.859 -2.290 0.562
C -2.558 -2.291 0.039
C -1.400 -1.620 -0.259
C -1.372 -0.221 -0.330
C 1.775 -0.338 1.370
C 3.182 0.319 1.404
C 3.118 1.795 1.770
O 3.796 0.219 0.133
H 4.789 -2.102 -2.016
H 3.873 -0.626 -2.376
H 5.488 -0.510 -1.677
H 4.692 -1.607 0.407
H 2.661 -2.665 0.538
H 2.416 -2.356 -1.189
H 1.858 0.642 -1.188
H 0.963 -0.741 -1.859
H 0.537 2.533 -0.921
H -4.639 0.373 0.398
H -5.605 -1.695 0.707
H -2.584 -3.367 0.096
H -0.485 -2.164 -0.422
H 1.688 -1.082 2.169
H 1.001 0.416 1.523
H 3.817 -0.212 2.137
H 2.506 2.331 1.049
H 4.118 2.221 1.759
H 2.689 1.913 2.761



No. 6
Molecular formula: C16H20AgCl2F3N2O2
Method: DFT, wB97M-V/def2-TZVPD

As for the total energy: -2248.48922 hartree. For the HOMO energy, the calculation gives -6.06 eV. The energy above the lowest of the compared OMol25 structures with the same formula, charge and spin comes out at 9.6 kcal per mole. The calculation puts the gap between HOMO and LUMO at 2.5 eV.

Element x y z (Å)
Ag 1.521 2.643 -2.636
C -0.758 4.290 -1.365
O 0.634 4.459 -1.112
O -0.923 3.779 -2.602
C -1.525 3.538 -0.236
F -0.868 2.378 0.070
F -1.697 4.234 0.905
F -2.762 3.107 -0.595
C 1.097 5.078 0.064
C 2.605 5.095 -0.056
H 2.967 5.384 0.934
H 3.080 4.230 -0.520
H 2.913 5.834 -0.803
H 0.758 4.570 0.972
H 0.794 6.133 0.103
H -1.189 5.307 -1.372
C 1.820 -6.324 2.830
N 1.043 -5.213 2.267
C 1.522 -3.946 2.412
C 0.873 -2.913 1.783
C -0.314 -3.125 1.082
C -0.797 -4.443 1.040
C -0.097 -5.476 1.586
C -0.939 -2.032 0.309
C -0.094 -1.152 -0.366
C -0.642 -0.197 -1.199
N -1.948 -0.102 -1.422
C -2.788 -0.968 -0.767
C -2.307 -1.901 0.098
C -2.508 0.832 -2.429
H 1.247 -7.184 3.157
H 2.464 -5.937 3.617
H 2.515 -6.594 2.032
H 2.313 -3.849 3.140
H 1.204 -1.888 1.897
H -1.714 -4.687 0.521
H -0.233 -6.532 1.407
H 0.970 -0.990 -0.195
H 0.041 0.418 -1.730
H -3.842 -0.891 -0.987
H -2.968 -2.565 0.639
H -3.003 1.652 -1.911
H -3.048 0.254 -3.174
H -1.666 1.301 -2.943
Cl 2.326 1.060 -0.562
Cl 3.928 3.332 -3.882



No. 7
Molecular formula: C16H20Br2CoN3O6
Method: DFT, wB97M-V/def2-TZVPD

The charge is +2. As for the total energy: -7767.75209 hartree. The expectation value of S² is 6.037. Its spin multiplicity is 5. For the HOMO energy (alpha / beta), the calculation gives -13.88 / -14.34 eV. The calculation puts the gap between HOMO and LUMO (alpha / beta) at 7.9 / 6.3 eV.

Element x y z (Å)
Co -0.739 -0.135 0.060
O -4.285 -1.928 -1.486
C -3.241 -1.581 -0.779
O -2.880 -0.435 -0.586
C -2.477 -2.766 -0.227
O -1.506 -2.309 0.683
C -1.925 -2.276 2.058
C -1.639 -0.905 2.711
O -1.952 -0.713 3.861
O -1.052 -0.055 1.929
H -4.751 -1.168 -1.863
H -1.961 -3.255 -1.057
H -3.169 -3.480 0.221
H -1.377 -3.035 2.618
H -2.992 -2.473 2.165
C 1.673 -2.298 1.228
C 1.977 -1.761 -0.131
C 3.185 -2.092 -0.774
C 3.463 -1.611 -2.024
C 2.521 -0.789 -2.672
C 2.672 -0.233 -3.983
Br 4.234 -0.555 -4.965
C 1.681 0.549 -4.557
C 0.515 0.824 -3.871
Br -0.833 1.867 -4.641
C 0.296 0.320 -2.550
O -0.738 0.554 -1.882
C 1.343 -0.509 -1.973
N 1.087 -0.973 -0.730
H 2.568 -2.318 1.848
H 1.315 -3.326 1.138
H 0.900 -1.709 1.714
H 3.892 -2.733 -0.266
H 4.397 -1.851 -2.513
H 1.820 0.949 -5.552
N -0.458 4.415 3.398
C 0.095 3.985 2.068
C -0.292 2.525 1.806
N 0.064 2.044 0.470
H -0.075 5.313 3.697
H -0.238 3.724 4.121
H -1.475 4.504 3.361
H 1.176 4.107 2.096
H -0.311 4.644 1.302
H -1.368 2.394 1.933
H 0.189 1.875 2.537
H 1.066 2.095 0.313
H -0.395 2.585 -0.257



No. 8
Molecular formula: C16H20Cl2F4O15
Method: DFT, wB97M-V/def2-TZVPD

As for the total energy: -3070.09479 hartree. For the HOMO energy, the calculation gives -10.75 eV. The calculation puts the gap between HOMO and LUMO at 10.6 eV.

Element x y z (Å)
O -2.635 5.213 5.263
C -3.001 4.075 5.446
O -3.490 3.144 4.488
C -3.868 1.981 5.230
C -2.849 1.971 6.343
F -1.704 1.438 5.946
O -2.728 3.383 6.579
H -4.839 2.055 5.719
H -3.809 1.147 4.531
H -3.118 1.373 7.214
O 10.233 1.034 -3.934
C 9.129 0.885 -3.422
O 8.807 1.264 -2.259
C 7.392 1.210 -2.075
C 6.960 0.231 -3.164
F 5.831 0.567 -3.711
O 8.012 0.475 -4.094
H 7.188 0.925 -1.043
H 6.893 2.176 -2.155
H 6.911 -0.798 -2.808
O 1.040 -3.895 6.592
C 0.487 -4.390 5.582
O 1.128 -4.936 4.504
C 0.256 -5.044 3.464
C -1.117 -4.994 4.065
F -1.562 -6.253 4.365
O -0.859 -4.338 5.276
H 0.304 -4.138 2.859
H 0.539 -5.828 2.763
H -1.940 -4.527 3.523
O 0.970 0.495 0.013
C -0.128 0.811 -0.571
O -1.306 0.333 -0.284
C -2.243 0.619 -1.342
C -1.573 1.893 -1.874
F -1.893 3.035 -1.282
O -0.232 1.582 -1.640
H -2.259 -0.154 -2.111
H -3.283 0.750 -1.041
H -1.666 2.067 -2.946
C -2.708 0.334 -8.224
O -3.170 -0.945 -7.805
C -4.170 -1.056 -6.944
O -4.711 -0.198 -6.303
O -4.437 -2.369 -6.890
C -5.372 -2.834 -5.944
H -3.062 1.214 -7.687
H -2.932 0.617 -9.252
H -1.649 0.478 -8.010
H -5.550 -3.897 -6.100
H -6.347 -2.348 -5.964
H -4.991 -2.722 -4.929
Cl 5.271 3.747 4.392
C 3.735 3.261 5.188
Cl 3.515 4.272 6.545
H 2.924 3.407 4.475
H 3.679 2.203 5.444



No. 9
Molecular formula: C16H20ClN3O4S3
Method: DFT, wB97M-V/def2-TZVPD

As for the total energy: -2741.62066 hartree. For the HOMO energy, the calculation gives -8.52 eV. The calculation puts the gap between HOMO and LUMO at 8.7 eV.

Element x y z (Å)
C -3.065 -2.040 -4.684
C -2.585 -0.913 -3.798
S -0.781 -1.041 -3.675
O -0.153 -0.558 -4.872
O -0.411 -2.350 -3.212
C -0.391 0.100 -2.353
N -1.157 0.230 -1.338
C -0.705 1.103 -0.412
S -1.824 1.054 0.989
O -3.125 0.736 0.483
O -1.704 2.223 1.825
C -1.167 -0.358 1.887
C -1.174 -1.594 1.268
C -0.622 -2.684 1.918
C -0.070 -2.512 3.181
Cl 0.623 -3.865 3.994
C -0.066 -1.271 3.803
C -0.619 -0.185 3.144
C 0.526 1.678 -0.710
N 1.267 2.603 -0.070
C 2.622 2.866 -0.511
C 3.584 1.904 0.189
N 3.479 2.084 1.625
C 4.443 1.283 2.347
C 2.120 1.841 2.075
C 1.168 2.804 1.363
S 1.059 1.058 -2.276
H -2.739 -2.990 -4.269
H -4.150 -2.038 -4.764
H -2.635 -1.935 -5.678
H -2.790 0.068 -4.215
H -2.959 -0.979 -2.780
H -1.608 -1.690 0.286
H -0.616 -3.657 1.452
H 0.362 -1.159 4.786
H -0.641 0.794 3.594
H 2.696 2.770 -1.594
H 2.869 3.891 -0.225
H 4.610 2.124 -0.114
H 3.345 0.868 -0.116
H 5.444 1.543 2.009
H 4.291 0.202 2.202
H 4.364 1.506 3.409
H 2.077 2.015 3.151
H 1.800 0.799 1.878
H 0.141 2.674 1.697
H 1.480 3.830 1.568



No. 10
Molecular formula: C16H20Co2F12N2O14
Method: DFT, wB97M-V/def2-TZVPD

The charge is +2. As for the total energy: -5747.18394 hartree. The expectation value of S² is 12.021. Its spin multiplicity is 7. For the HOMO energy (alpha / beta), the calculation gives -13.55 / -13.55 eV. The calculation puts the gap between HOMO and LUMO (alpha / beta) at 4.6 / 3.8 eV.

Element x y z (Å)
Co -7.095 -1.638 -0.535
Co -0.675 -5.278 2.733
N -5.894 -3.186 4.492
O -6.204 -2.369 3.669
O -4.737 -3.595 4.491
O -6.734 -3.805 5.150
N -1.745 -1.180 -0.656
O -1.667 -2.374 -0.301
O -2.883 -0.730 -0.859
O -0.788 -0.383 -0.833
C 0.284 1.394 8.313
C -0.080 0.997 6.848
O 1.048 1.192 6.025
C 1.700 0.119 5.443
O 1.113 -0.955 5.154
C 3.170 0.481 5.208
F 3.864 0.128 6.320
F 3.634 -0.263 4.159
F 3.387 1.730 5.081
H 1.102 0.772 8.677
H -0.423 1.055 9.070
H 0.427 2.427 8.632
H -0.847 1.694 6.510
H -0.499 -0.002 6.727
C -6.270 5.034 -1.704
C -6.083 4.940 -0.106
O -7.403 5.037 0.598
C -8.271 3.992 0.497
O -8.012 2.969 -0.166
C -9.691 4.241 1.085
F -9.603 5.102 2.080
F -10.471 4.808 0.159
F -10.215 3.088 1.669
H -5.318 4.967 -2.230
H -6.591 6.028 -2.016
H -6.898 4.266 -2.157
H -5.646 5.907 0.142
H -5.579 4.071 0.316
C 5.199 2.276 -4.544
C 3.839 2.567 -5.116
O 3.888 3.322 -6.327
C 4.256 2.818 -7.610
O 4.674 1.701 -7.793
C 4.067 3.786 -8.783
F 3.369 3.173 -9.677
F 3.415 4.905 -8.564
F 5.259 4.175 -9.319
H 5.526 3.146 -3.975
H 6.024 2.015 -5.207
H 5.254 1.457 -3.827
H 3.293 3.184 -4.403
H 3.210 1.680 -5.179
C 3.531 -6.591 -2.929
C 4.711 -5.708 -2.435
O 5.440 -6.255 -1.337
C 4.743 -6.425 -0.092
O 3.578 -5.978 0.153
C 5.738 -7.138 0.846
F 6.858 -7.468 0.162
F 6.061 -6.267 1.799
F 5.217 -8.253 1.397
H 3.191 -6.277 -3.916
H 2.568 -6.521 -2.424
H 3.916 -7.601 -3.068
H 4.333 -4.699 -2.271
H 5.436 -5.707 -3.249